# C3H4ClN

One molecule with the formula C3H4ClN at a distorted geometry (the ωB97M-V functional and the def2-TZVPD basis, the OMol25 dataset).

Structure (XYZ):
```
9
Properties=species:S:1:pos:R:3:forces:R:3
H 1.5908 -0.4198 0.0463 2.7 -1.4 -0.1
H -1.9565 1.1866 0.0462 0.3 1.9 0.0
N -2.8226 -0.6243 0.0094 -2.8 -1.9 -0.1
C -1.8795 0.1487 0.0325 5.1 -2.6 -0.1
Cl -4.4124 0.1324 -0.0020 0.3 0.0 0.0
C -0.3547 -0.7277 0.0096 -5.2 3.8 -0.1
H 0.8904 1.1593 0.0368 -1.4 -1.1 -0.1
C 0.6901 0.0528 -0.0047 0.4 1.4 0.3
H -0.5739 -1.7850 -0.0493 0.6 0.0 0.1
```
Forces are in eV/Å.

Its HOMO energy is -10.181 eV. Its SMILES is C=C/C=N/Cl. The calculation puts the orbital gap at 11.170 eV. The value obtained for the relative energy (zero: lowest compared OMol25 entry of this formula, charge and spin) is 256.1 kJ/mol.

natural (NBO) atomic charge list, values in e, 8 entries: 0.19, 0.18, -0.39, 0.09, 0.04, -0.18, 0.22, -0.40